1) C6H10ClN | wB97M-V/def2-TZVPD

```
18
C6H10ClN, DFT wB97M-V/def2-TZVPD
C -1.64 0.00 0.00
C -1.42 0.66 -1.37
C -0.40 1.74 -0.73
C -0.39 0.80 0.50
C 0.89 0.03 0.80
C 1.45 -0.09 2.01
H -0.88 -1.93 -0.30
H -1.88 -1.69 0.97
H -2.54 0.37 0.56
H -0.84 -0.04 -2.01
H -2.30 0.92 -1.92
H 0.56 1.91 -1.28
H -0.85 2.71 -0.42
H -0.65 1.36 1.39
H 2.47 -0.42 2.14
H 0.94 0.34 2.87
N -1.69 -1.43 0.01
Cl 1.58 -0.73 -0.55
```

As for the total charge: 0. The gap between HOMO and LUMO is 9.81 eV. Its multiplicity is 1. The calculation puts the LUMO energy at 0.92 eV. As for the SMILES: C=C(Cl)[C@H]1CC[C@H]1N.

These are the natural (NBO) partial charges, in e, on atoms 1 to 4:
1. C -0.036
2. C -0.403
3. C -0.405
4. C -0.295



2) C6H10ClN | wB97M-V/def2-TZVPD

```
18
C6H10ClN, DFT wB97M-V/def2-TZVPD
C 1.26 -0.48 -0.61
C 0.82 1.07 -0.61
C 0.08 1.44 0.60
C -0.16 0.27 1.39
C -1.11 -0.58 0.78
C 0.37 -1.08 0.64
H 3.07 0.60 0.08
H 2.83 -1.51 0.35
H 1.10 -1.17 -1.59
H 0.15 1.26 -1.46
H 1.66 1.85 -0.99
H -1.15 1.90 0.52
H 0.65 2.27 1.18
H -0.40 0.36 2.52
H -1.94 -1.38 1.09
H 0.49 -2.07 1.24
N 2.59 -0.48 -0.42
Cl -1.89 -0.15 -0.77
```

As for the total charge: 0. The gap between HOMO and LUMO is 9.67 eV. Its multiplicity is 1. The calculation puts the LUMO energy at 0.75 eV.

These are the natural (NBO) partial charges, in e, on atoms 1 to 4:
1. C -0.048
2. C -0.456
3. C -0.420
4. C -0.278



3) C6H10ClN | wB97M-V/def2-TZVPD

```
18
C6H10ClN, DFT wB97M-V/def2-TZVPD
C 0.53 -1.54 0.59
C -1.57 -0.53 0.08
C 1.05 -0.26 0.02
C 0.24 0.97 0.30
C 1.17 -2.78 -0.08
C -2.04 1.86 0.10
N -1.20 0.66 0.15
Cl -3.20 -0.84 0.04
H 2.04 -0.12 0.39
H 1.18 -0.18 -1.09
H 0.37 1.29 1.32
H 0.44 1.61 -0.52
H 1.69 -2.64 -1.00
H 0.54 -3.57 -0.15
H 1.88 -2.93 0.69
H -1.88 2.35 -0.94
H -2.99 1.46 0.17
H -1.66 2.43 0.89
```

As for the total charge: 0. The gap between HOMO and LUMO is 7.53 eV. Its multiplicity is 1. The calculation puts the LUMO energy at 0.72 eV.

These are the natural (NBO) partial charges, in e, on atoms 1 to 4:
1. C 0.039
2. C 0.150
3. C -0.569
4. C -0.202



4) C6H10ClN | wB97M-V/def2-TZVPD

```
18
C6H10ClN, DFT wB97M-V/def2-TZVPD
C -2.48 0.47 -0.11
C -1.42 -0.57 0.10
C -0.41 -0.25 1.35
C 0.87 -0.09 0.54
C 2.04 -0.84 0.01
C 0.64 -1.20 -0.45
H -3.09 0.68 0.77
H -2.05 1.46 -0.39
H -3.19 0.25 -0.94
H -1.89 -1.53 0.51
H -0.30 -1.16 1.99
H -0.66 0.60 2.00
H 2.88 -0.26 -0.45
H 2.46 -1.65 0.58
H 0.50 -2.16 0.10
H -0.86 -1.43 -1.74
N -0.55 -0.76 -1.08
Cl 0.86 1.49 -0.21
```

As for the total charge: 0. The gap between HOMO and LUMO is 9.62 eV. Its multiplicity is 1. The calculation puts the LUMO energy at 0.86 eV. As for the SMILES: C[C@@H]1C[C@]2(Cl)C[C@@H]2N1.

These are the natural (NBO) partial charges, in e, on atoms 1 to 4:
1. C -0.631
2. C -0.051
3. C -0.401
4. C -0.074



Which of them is the most stable, and which is the least stable? 1) and 2), in that order.



1) C6H11N2 | wB97M-V/def2-TZVPD

```
19
C6H11N2, DFT wB97M-V/def2-TZVPD
C -1.62 0.59 0.10
C 1.86 1.12 0.66
C 2.13 0.89 -0.86
C 0.65 -1.26 0.37
C -0.72 -1.64 -0.11
C 1.18 0.07 -0.07
N -1.85 -0.66 0.04
N -2.55 1.52 0.09
H 2.66 1.01 1.34
H 1.06 1.78 0.87
H 2.05 1.60 -1.63
H 2.98 0.16 -0.95
H 0.66 -1.18 1.45
H 1.45 -2.14 0.08
H -0.65 -1.94 -1.16
H -0.91 -2.66 0.36
H -2.75 -1.10 -0.01
H -2.17 2.46 -0.25
H -3.46 1.39 -0.33
```

As for the total charge: +1. The gap between HOMO and LUMO is 7.55 eV. Its multiplicity is 1. The calculation puts the LUMO energy at -5.39 eV.

These are the natural (NBO) partial charges, in e, on atoms 1 to 4:
1. C 0.323
2. C -0.513
3. C -0.462
4. C -0.524



2) C6H11N2 | wB97M-V/def2-TZVPD

```
19
C6H11N2, DFT wB97M-V/def2-TZVPD
C -0.06 -1.35 -0.47
C -0.93 -0.36 -0.11
C -0.49 1.03 0.20
C 1.90 -0.54 0.79
C 1.74 0.22 -0.42
C -2.50 -0.64 -0.06
N 1.38 -1.18 -0.38
N 0.80 1.35 -0.51
H -0.30 -2.34 -0.52
H -1.26 1.68 -0.11
H -0.20 1.16 1.21
H 2.90 -0.93 1.09
H 1.27 -0.46 1.69
H 2.61 0.34 -1.07
H -3.08 -0.19 -0.82
H -2.71 0.08 0.68
H -2.80 -1.71 0.26
H 0.65 1.58 -1.43
H 1.08 2.26 -0.03
```

As for the total charge: +1. The gap between HOMO and LUMO is 9.76 eV. Its multiplicity is 1. The calculation puts the LUMO energy at -3.63 eV. As for the SMILES: CC1=CN2C[C@@H]2[NH2+]C1.

These are the natural (NBO) partial charges, in e, on atoms 1 to 4:
1. C -0.006
2. C -0.048
3. C -0.264
4. C -0.256



3) C6H11N2 | wB97M-V/def2-TZVPD

```
19
C6H11N2, DFT wB97M-V/def2-TZVPD
C -1.16 -1.33 0.22
C -2.22 0.82 0.11
C 0.19 -0.89 0.24
C 0.40 0.43 0.17
C 1.24 -1.88 -0.07
C -0.79 1.39 0.02
N -2.18 -0.64 0.05
N 1.77 1.07 -0.04
H -1.21 -2.40 0.32
H -2.88 1.19 -0.78
H 1.56 -2.57 0.72
H 2.28 -1.43 -0.45
H 1.01 -2.58 -0.85
H -0.71 1.80 -0.99
H -0.66 2.23 0.76
H -2.72 1.28 0.93
H 1.77 1.90 0.53
H 1.96 1.36 -1.02
H 2.35 0.27 0.12
```

As for the total charge: +1. The gap between HOMO and LUMO is 9.19 eV. Its multiplicity is 1. The calculation puts the LUMO energy at -3.85 eV. As for the SMILES: CC1=C([NH3+])CCN=C1.

These are the natural (NBO) partial charges, in e, on atoms 1 to 4:
1. C 0.072
2. C -0.248
3. C -0.049
4. C 0.167



Which of them is the most stable, and which is the least stable? 3) and 1), in that order.



1) C6H11N2 | wB97M-V/def2-TZVPD

```
19
C6H11N2, DFT wB97M-V/def2-TZVPD
C 0.79 1.46 0.27
C 2.12 1.15 -0.03
C -1.56 0.30 -0.43
C -0.34 -0.55 -0.61
C -2.74 0.05 0.40
C 2.24 -1.12 0.55
N -0.23 0.62 0.18
N 2.57 -0.13 -0.24
H 0.69 2.50 0.54
H 2.85 1.95 -0.13
H -1.64 1.10 -1.16
H 0.02 -0.38 -1.63
H -3.50 0.90 0.49
H -2.50 -0.28 1.40
H -3.41 -0.72 0.13
H 2.74 -1.99 0.55
H 1.33 -0.91 1.30
H -0.28 -1.59 -0.19
H 3.28 -0.23 -1.01
```

As for the total charge: +1. The gap between HOMO and LUMO (alpha / beta) is 7.79 / 7.80 eV. Its multiplicity is 1. The calculation puts the LUMO energy (alpha / beta) at -4.75 / -4.75 eV. As for the SMILES: C=[NH+]/C=C\N1C[C@H]1C.

These are the natural (NBO) partial charges, in e, on atoms 1 to 4:
1. C 0.107
2. C -0.231
3. C 0.014
4. C -0.265



2) C6H11N2 | wB97M-V/def2-TZVPD

```
19
C6H11N2, DFT wB97M-V/def2-TZVPD
C -0.47 1.25 0.84
C 4.28 0.82 -0.51
C 2.43 -0.32 0.58
C -1.11 0.56 0.05
C -3.09 -0.14 -0.76
C -1.65 -0.65 -0.71
N 3.22 0.64 0.14
N 1.32 -0.76 0.10
H -0.17 2.00 1.55
H 0.90 -1.41 0.72
H 4.87 -0.05 -0.81
H 4.50 1.81 -0.71
H 2.69 -0.50 1.68
H -3.29 0.17 0.36
H -3.07 0.64 -1.43
H -3.88 -0.83 -1.05
H -1.49 -1.58 -0.17
H -1.32 -0.70 -1.70
H 0.56 -0.38 -0.61
```

As for the total charge: +1. The gap between HOMO and LUMO is 9.56 eV. Its multiplicity is 1. The calculation puts the LUMO energy at -4.04 eV.

These are the natural (NBO) partial charges, in e, on atoms 1 to 4:
1. C -0.257
2. C 0.089
3. C 0.377
4. C -0.037



3) C6H11N2 | wB97M-V/def2-TZVPD

```
19
C6H11N2, DFT wB97M-V/def2-TZVPD
C 0.96 -1.56 -0.15
C -0.58 -1.77 -0.30
C 1.04 -0.44 0.87
C -0.47 1.93 -1.00
C -1.11 -0.35 -0.37
C -0.09 0.40 0.46
N -0.29 0.49 -1.29
N -0.11 1.89 0.49
H 1.33 -2.45 0.15
H 1.23 -1.36 -1.13
H -0.66 -2.44 -1.13
H -1.15 -2.17 0.57
H 0.81 -0.57 2.01
H 1.98 0.02 0.99
H 0.18 2.39 -1.60
H -1.56 2.19 -1.18
H -2.18 0.00 -0.17
H 0.82 2.15 0.64
H -0.81 2.36 1.15
```

As for the total charge: +1. The gap between HOMO and LUMO is 10.32 eV. Its multiplicity is 1. The calculation puts the LUMO energy at -3.77 eV. As for the SMILES: C1C[C@@H]2N3C[NH2+][C@@]23C1.

These are the natural (NBO) partial charges, in e, on atoms 1 to 4:
1. C -0.380
2. C -0.399
3. C -0.469
4. C -0.048



Which of them is the most stable, and which is the least stable? 1) and 2), in that order.



1) C6H11N2 | wB97M-V/def2-TZVPD

```
19
C6H11N2, DFT wB97M-V/def2-TZVPD
C 0.43 0.76 -1.85
C 0.48 1.21 -0.62
C 1.29 1.18 0.58
C 1.49 -1.24 0.64
C -2.13 -0.47 0.77
C -1.66 -0.19 -0.73
N 2.02 -0.05 0.48
N -0.17 -0.10 -0.93
H 0.43 1.01 -2.92
H 1.99 1.99 0.65
H 0.80 1.15 1.55
H 2.02 -2.14 0.22
H 0.59 -1.32 1.17
H -1.44 0.05 1.39
H -3.07 -0.06 0.84
H -2.03 -1.52 1.16
H -2.19 0.63 -1.18
H -1.81 -1.03 -1.37
H 2.94 0.13 0.16
```

As for the total charge: +1. The gap between HOMO and LUMO is 8.29 eV. Its multiplicity is 1. The calculation puts the LUMO energy at -4.55 eV. As for the SMILES: C=[NH+]CC1=CN1CC.

These are the natural (NBO) partial charges, in e, on atoms 1 to 4:
1. C 0.098
2. C 0.058
3. C -0.280
4. C 0.089



2) C6H11N2 | wB97M-V/def2-TZVPD

```
19
C6H11N2, DFT wB97M-V/def2-TZVPD
C -1.92 0.29 0.15
C 1.55 1.93 0.33
C 0.16 1.90 0.09
C -0.53 0.70 0.07
C 0.21 -1.37 -1.02
C -0.09 -0.69 0.35
N -3.02 0.71 -0.25
N -1.61 -0.98 0.66
H 2.17 1.10 -0.13
H 1.95 2.87 0.08
H -0.37 2.78 0.04
H 0.16 -2.53 -0.97
H 1.21 -1.18 -1.51
H -0.63 -1.03 -1.67
H 0.68 -0.78 1.11
H -3.81 0.05 0.13
H -1.82 -1.01 1.59
H -2.15 -1.83 0.19
H 2.00 1.82 1.35
```

As for the total charge: +1. The gap between HOMO and LUMO is 9.06 eV. Its multiplicity is 1. The calculation puts the LUMO energy at -4.42 eV. As for the SMILES: [H]/N=C1\[NH2+][C@@H](C)\C1=C/C.

These are the natural (NBO) partial charges, in e, on atoms 1 to 4:
1. C 0.368
2. C -0.712
3. C 0.004
4. C -0.161



Which of them is the most stable, and which is the least stable? 2) and 1), in that order.